Formula: C60H37BCoF4I4N6O2S
Source: the OMol25 dataset
Level of theory: ωB97M-V/def2-TZVPD

CARTESIAN COORDINATES (ANGSTROEM)
Co: 0.352 0.496 0.562
I: 6.826 5.378 5.318
C: 5.466 4.257 4.128
C: 5.950 3.522 3.062
C: 5.067 2.772 2.309
C: 3.703 2.735 2.605
C: 3.246 3.502 3.680
C: 4.120 4.259 4.439
C: 2.798 1.849 1.859
C: 2.160 0.837 2.587
C: 2.482 0.492 3.931
C: 1.810 -0.652 4.217
C: 1.062 -1.021 3.049
C: 0.384 -2.239 2.943
C: 0.108 -3.100 4.063
C: -0.076 -2.660 5.388
C: -0.274 -3.559 6.413
C: -0.328 -4.915 6.140
I: -0.558 -6.286 7.744
C: -0.234 -5.383 4.841
C: -0.023 -4.483 3.825
C: -0.942 -2.211 0.937
N: -1.080 -0.859 0.998
C: -1.785 -2.084 -1.414
C: -1.378 -2.538 -2.782
C: -1.959 -3.673 -3.431
C: -1.234 -4.419 -4.386
C: -1.769 -5.524 -5.007
C: -3.049 -5.933 -4.678
I: -3.884 -7.629 -5.657
C: -3.777 -5.268 -3.707
C: -3.239 -4.159 -3.095
C: -0.283 -1.824 -3.262
C: 0.194 -1.707 -4.632
C: 1.193 -0.803 -4.607
C: 1.328 -0.373 -3.215
N: 0.439 -1.009 -2.451
C: 2.236 0.620 -2.836
C: 2.472 1.297 -1.627
C: 3.414 2.387 -1.615
C: 3.558 2.791 -0.329
C: 2.753 1.914 0.459
N: 2.054 1.056 -0.348
C: 3.112 1.059 -3.954
C: 2.830 2.226 -4.657
C: 3.658 2.648 -5.681
C: 4.760 1.882 -6.008
I: 6.052 2.530 -7.570
C: 5.054 0.709 -5.344
C: 4.223 0.301 -4.315
C: -1.148 -2.957 -0.340
C: -2.161 -3.148 0.764
N: 1.309 -0.092 2.060
H: 7.005 3.522 2.829
H: 5.443 2.176 1.490
H: 2.191 3.501 3.917
H: 3.755 4.844 5.271
H: 3.182 1.015 4.555
H: 1.911 -1.242 5.106
H: -0.107 -1.605 5.610
H: -0.398 -3.205 7.427
H: -0.313 -6.438 4.626
H: 0.063 -4.838 2.811
H: -0.218 -4.140 -4.613
H: -1.191 -6.069 -5.742
H: -4.764 -5.610 -3.431
H: -3.815 -3.645 -2.345
H: -0.244 -2.171 -5.497
H: 1.752 -0.428 -5.445
H: 3.896 2.811 -2.477
H: 4.150 3.609 0.040
H: 1.957 2.799 -4.383
H: 3.443 3.562 -6.214
H: 5.915 0.116 -5.615
H: 4.442 -0.612 -3.781
H: -0.437 -3.721 -0.616
H: -2.202 -4.033 1.384
C: -6.609 -0.469 -1.652
C: -5.471 -1.167 -0.963
C: -5.654 -1.749 0.286
C: -4.621 -2.410 0.928
C: -3.399 -2.514 0.296
C: -3.209 -1.944 -0.969
C: -4.227 -1.245 -1.585
S: -1.776 -0.191 2.359
O: -3.215 -0.009 2.159
O: 0.093 -2.803 1.729
N: -0.961 1.213 1.966
C: -1.338 2.430 2.331
C: -2.225 2.718 3.371
C: -2.660 4.019 3.583
C: -2.267 5.060 2.773
C: -1.362 4.823 1.722
C: -0.974 5.788 0.773
C: -0.102 5.434 -0.220
C: 0.436 4.138 -0.239
N: 0.091 3.219 0.623
C: -0.827 3.520 1.550
H: -7.341 -0.113 -0.930
H: -7.113 -1.152 -2.341
H: -6.239 0.377 -2.226
H: -6.611 -1.649 0.785
H: -4.759 -2.827 1.913
H: -1.349 -1.081 -1.311
H: -4.048 -0.747 -2.529
H: -2.596 1.895 3.963
H: -3.353 4.209 4.392
H: -2.659 6.058 2.922
H: -1.394 6.787 0.822
H: 0.177 6.136 -0.989
H: 1.150 3.854 -0.998
F: -0.187 2.422 -2.856
B: -1.216 1.846 -2.138
F: -2.067 2.822 -1.691
F: -1.886 0.931 -2.905
F: -0.636 1.163 -0.989

Properties
* multiplicity: 4
* ⟨S²⟩: 4.1544
* energy above the lowest of the compared OMol25 structures with the same formula, charge and spin: 116.7 kcal/mol
* DFT total energy: -168273.4248 eV
* gap between HOMO and LUMO (alpha / beta): 4.4 / 3.9 eV
* charge: -2